{"formula": "C25H54FN3O6S", "method": "the ωB97M-V functional and the def2-TZVPD basis", "max_force_ev_per_a": 0.94, "e_homo_ev": -9.72, "total_energy_ha": -2098.649626, "mol_weight_g_mol": 543.787, "orbital_gap_ev": 9.9, "smiles": "C[C@H](F)[C@@](C#N)(CC#N)N=C=S.CC(C)O.CC(C)O.CC(C)O.CC(C)O.CC(C)O.CC(C)O", "species": ["C", "C", "F", "C", "C", "N", "C", "C", "N", "N", "C", "S", "H", "H", "H", "H", "H", "H", "C", "C", "C", "O", "H", "H", "H", "H", "H", "H", "H", "H", "C", "C", "C", "O", "H", "H", "H", "H", "H", "H", "H", "H", "C", "C", "C", "O", "H", "H", "H", "H", "H", "H", "H", "H", "C", "C", "C", "O", "H", "H", "H", "H", "H", "H", "H", "H", "C", "C", "C", "O", "H", "H", "H", "H", "H", "H", "H", "H", "C", "C", "C", "O", "H", "H", "H", "H", "H", "H", "H", "H"], "positions_angstrom": [[2.127, -1.987, 3.023], [1.833, -2.207, 1.551], [2.450, -3.391, 1.152], [2.400, -1.085, 0.623], [1.531, -1.089, -0.578], [0.768, -1.064, -1.434], [2.309, 0.338, 1.256], [3.614, 0.942, 1.499], [4.638, 1.449, 1.593], [3.774, -1.433, 0.234], [4.239, -1.129, -0.847], [4.963, -0.633, -2.127], [1.223, -1.608, 3.499], [2.347, -2.939, 3.500], [2.933, -1.277, 3.179], [0.777, -2.352, 1.325], [1.767, 0.999, 0.581], [1.767, 0.336, 2.202], [-1.329, -5.361, -3.184], [0.031, -5.421, -2.504], [-0.064, -5.036, -1.036], [0.954, -4.568, -3.176], [-1.729, -4.343, -3.143], [-1.242, -5.638, -4.235], [-2.044, -6.031, -2.705], [0.438, -6.430, -2.592], [-0.425, -4.007, -0.942], [0.917, -5.082, -0.561], [-0.747, -5.692, -0.494], [0.622, -3.665, -3.110], [-1.022, -0.512, -5.657], [-1.950, 0.543, -5.076], [-1.221, 1.861, -4.881], [-2.506, 0.085, -3.841], [-0.191, -0.701, -4.971], [-1.553, -1.455, -5.798], [-0.614, -0.193, -6.616], [-2.800, 0.691, -5.745], [-0.393, 1.735, -4.176], [-1.894, 2.612, -4.463], [-0.816, 2.226, -5.827], [-1.772, -0.058, -3.230], [3.125, 0.912, 6.515], [2.646, 1.696, 5.304], [1.789, 2.886, 5.700], [1.905, 0.836, 4.429], [2.272, 0.527, 7.077], [3.735, 0.064, 6.202], [3.718, 1.541, 7.180], [3.507, 2.038, 4.730], [0.897, 2.545, 6.221], [1.462, 3.436, 4.816], [2.337, 3.569, 6.350], [1.136, 0.524, 4.923], [2.355, 3.829, -7.592], [1.673, 2.542, -8.026], [1.824, 2.303, -9.520], [0.290, 2.570, -7.666], [1.906, 4.687, -8.100], [2.237, 3.982, -6.519], [3.421, 3.811, -7.826], [2.099, 1.701, -7.478], [1.359, 3.117, -10.084], [1.330, 1.376, -9.811], [2.874, 2.242, -9.807], [-0.123, 3.304, -8.135], [-5.465, 1.865, -0.566], [-4.267, 0.957, -0.336], [-4.326, -0.277, -1.219], [-4.186, 0.586, 1.044], [-6.392, 1.340, -0.318], [-5.405, 2.748, 0.072], [-5.520, 2.188, -1.606], [-3.349, 1.509, -0.545], [-5.217, -0.870, -0.988], [-3.458, -0.914, -1.044], [-4.347, -0.009, -2.273], [-4.987, 0.095, 1.257], [-2.356, 0.337, 7.913], [-0.978, 0.309, 8.556], [-1.027, 0.755, 10.008], [-0.069, 1.131, 7.818], [-2.759, 1.353, 7.921], [-2.301, 0.013, 6.873], [-3.053, -0.313, 8.443], [-0.570, -0.701, 8.499], [-1.391, 1.783, 10.078], [-0.031, 0.727, 10.451], [-1.688, 0.116, 10.596], [-0.401, 2.036, 7.850]]}